Below is a 10-piece molecular cluster, C36H48N3O18 overall in a non-equilibrium geometry, with properties calculated with wB97M-V/def2-TZVPD.

The geometry in XYZ format:
```
105
Properties=species:S:1:pos:R:3:forces:R:3
C -1.692733 -1.059419 1.437086 -3.1 2.9 6.1
C -0.955733 -0.162419 0.663086 1.3 2.9 -4.4
O -1.292733 0.175581 -0.506914 2.0 -0.6 4.5
N 0.452267 0.140581 1.319086 0.6 -2.7 -2.2
H 0.368267 0.754581 2.266086 -0.3 0.1 -1.0
H 0.880267 -0.882419 1.641086 -0.6 2.3 -0.3
C 1.426267 0.646581 0.259086 2.2 1.5 3.2
H -2.734733 -1.229419 0.996086 0.5 1.4 1.7
H -1.283733 -1.228419 2.578086 -1.8 0.6 -2.8
H -1.464733 -1.849419 0.976086 3.1 -7.2 -3.3
H 1.133267 1.562581 -0.125914 -1.3 2.0 -0.4
H 1.640267 0.129581 -0.607914 -0.4 -2.5 -1.3
H 2.494267 0.908581 0.644086 -2.0 -0.9 0.3
N 0.511267 1.884581 4.177086 2.8 -3.4 2.7
O 0.148267 1.685581 5.334086 0.1 1.6 0.7
O -0.231733 1.635581 3.275086 -5.7 -0.1 -4.3
O 1.679267 1.921581 3.809086 2.9 1.9 0.9
N 1.960267 -2.100419 3.383086 -0.4 3.8 2.0
O 0.695267 -2.164419 3.505086 0.8 -1.2 -0.5
O 2.707267 -2.127419 4.373086 -0.6 -1.5 -0.7
O 2.422267 -1.583419 2.324086 -0.3 -1.1 -1.3
C -3.851733 -4.522419 1.355086 -5.3 -0.3 1.0
C -3.511733 -5.505419 2.425086 -3.2 2.6 -0.8
C -4.731733 -5.707419 3.370086 3.2 1.0 -0.3
O -2.961733 -6.605419 1.861086 1.0 -2.7 0.9
H -4.710733 -4.687419 0.669086 0.5 -0.6 0.3
H -3.022733 -4.371419 0.868086 4.4 1.1 -3.3
H -4.128733 -3.617419 1.863086 0.0 0.7 0.2
H -2.823733 -4.833419 2.846086 1.7 0.0 2.0
H -4.158733 -6.039419 4.210086 -0.8 -1.0 1.3
H -5.403733 -6.368419 2.913086 -1.1 -1.0 -0.2
H -5.124733 -4.729419 3.616086 -0.4 0.0 0.0
H -2.691733 -7.172419 2.622086 -0.1 0.3 -1.1
C 2.840267 1.347581 -3.080914 -0.8 -3.1 -1.6
C 3.951267 0.322581 -2.744914 0.8 0.4 -1.9
C 4.975267 0.899581 -1.771914 0.5 -4.6 0.0
O 3.404267 -0.882419 -2.209914 -4.9 4.1 -3.5
H 2.523267 1.578581 -2.099914 -1.4 1.0 0.6
H 1.982267 0.843581 -3.818914 2.2 1.4 2.3
H 3.316267 2.167581 -3.592914 -0.1 0.5 -0.1
H 4.505267 0.229581 -3.754914 -0.6 -0.9 1.3
H 5.317267 1.789581 -2.137914 1.9 2.0 -1.3
H 5.762267 0.006581 -1.501914 -1.5 2.6 -0.7
H 4.515267 1.195581 -0.890914 -1.1 0.1 2.1
H 4.043267 -1.351419 -1.851914 4.9 -3.5 2.8
C 4.329267 2.853581 1.796086 -0.7 -1.4 4.7
C 5.801267 3.156581 1.930086 0.3 1.7 1.0
C 6.071267 3.526581 3.428086 1.4 0.4 -0.8
O 6.714267 2.155581 1.579086 -0.5 -0.8 5.7
H 4.107267 1.872581 2.591086 0.4 2.8 -2.4
H 4.035267 2.568581 0.857086 -0.8 -0.7 -2.4
H 3.669267 3.719581 2.174086 1.1 -1.3 -0.6
H 6.190267 4.052581 1.326086 -1.3 -0.6 0.7
H 6.248267 2.773581 4.246086 -0.6 0.4 -1.3
H 5.446267 4.345581 3.739086 -0.9 -0.1 0.3
H 6.979267 4.078581 3.266086 1.1 0.0 0.7
H 6.827267 2.063581 0.712086 0.4 -0.4 -5.5
C 2.061267 -4.141419 0.037086 5.1 -7.1 -1.8
C 3.030267 -5.352419 0.013086 -6.3 7.3 -6.0
C 3.296267 -5.942419 -1.376914 -0.4 2.2 1.2
O 3.988267 -6.915419 -1.513914 0.1 -0.6 -0.3
C 2.802267 -5.117419 -2.546914 -0.9 1.5 -1.4
C 2.020267 -3.984419 -2.448914 -0.9 -0.7 -2.5
C 1.421267 -3.624419 -1.157914 -2.1 3.4 0.8
O 0.451267 -2.791419 -0.997914 3.2 -3.0 -1.0
H 1.841267 -3.655419 0.888086 -0.8 1.4 3.2
H 3.253267 -5.951419 0.750086 1.5 -2.4 4.4
H 3.111267 -5.430419 -3.583914 -0.1 0.2 1.4
H 1.578267 -3.353419 -3.401914 1.5 -1.8 2.5
C -4.924733 -1.419419 -3.192914 -4.3 1.0 5.7
C -5.350733 -1.136419 -1.766914 0.2 -2.9 -7.6
C -6.630733 -1.772419 -1.276914 -0.2 -0.6 0.8
O -6.954733 -1.821419 -0.094914 0.5 0.4 -1.2
C -7.506733 -2.491419 -2.286914 -0.7 -2.3 -5.7
C -7.025733 -2.722419 -3.687914 -2.7 1.0 3.0
C -5.793733 -2.097419 -4.198914 2.2 -1.0 -0.7
O -5.328733 -2.269419 -5.355914 -1.8 0.5 2.7
H -4.104733 -0.994419 -3.646914 2.2 0.9 -0.3
H -4.612733 -0.662419 -1.214914 0.8 0.9 1.6
H -8.629733 -2.997419 -2.046914 3.6 1.7 -0.2
H -7.579733 -3.193419 -4.574914 0.3 0.3 2.0
C 1.043267 5.349581 2.860086 -2.7 -3.9 -7.3
C 0.409267 4.696581 1.563086 3.9 0.3 6.2
C -0.662733 5.303581 0.867086 -0.9 2.7 -0.5
O -1.251733 4.863581 -0.093914 -0.2 -1.0 -0.4
C -0.985733 6.696581 1.274086 2.3 1.2 4.4
C -0.379733 7.320581 2.394086 -2.8 -0.2 -5.1
C 0.654267 6.697581 3.198086 -1.2 -0.1 -0.4
O 1.043267 7.317581 4.142086 1.5 0.7 1.8
H 1.811267 4.755581 3.300086 0.3 -0.1 0.7
H 0.673267 3.665581 1.221086 0.1 1.0 0.7
H -1.734733 7.224581 0.758086 -0.8 0.4 -0.8
H -0.654733 8.396581 2.500086 0.5 -1.1 0.6
C -2.280733 2.588581 -5.022914 6.7 0.9 -0.6
C -1.049733 2.770581 -4.192914 -7.8 -1.3 -1.4
C -1.351733 2.615581 -2.667914 5.5 1.2 -0.2
O -0.374733 2.669581 -1.876914 -2.8 -0.2 -1.9
C -2.696733 2.440581 -2.219914 -6.1 -1.3 -1.3
C -3.783733 2.029581 -3.095914 3.6 1.2 2.2
C -3.602733 2.184581 -4.563914 -0.8 -0.4 0.3
O -4.543733 2.034581 -5.335914 0.7 0.1 0.4
H -2.059733 2.660581 -6.191914 -1.0 -0.1 2.7
H -0.163733 3.015581 -4.736914 0.7 0.0 0.5
H -3.005733 2.673581 -1.171914 1.0 -0.7 -0.8
H -4.760733 1.654581 -2.748914 0.6 0.7 0.0
```
Forces are in eV/Å.

Output
**Relative energy (zero: lowest compared OMol25 entry of this formula, charge and spin)**: 0.0000 eV
**Kohn-Sham gap**: 5.311 eV
**Net charge**: -1